A 2-piece molecular cluster, C3H9NO2 overall in a non-equilibrium geometry. Source: the Open Molecules 2025 dataset; level of theory: wB97M-V/def2-TZVPD.

relative energy (zero: lowest compared OMol25 entry of this formula, charge and spin): 29.9 kcal/mol
net charge: +1
frontier orbital gap (alpha / beta): 9.50 / 4.43 eV
<S²>: 0.754
spin multiplicity: 2
E_tot: -8832.214 eV
LUMO (alpha / beta): -0.1585 / -0.3443 Eh

Each line ends with the Mulliken spin population.
Cartesian coordinates (Å):
C1 0.58 0.14 -1.90  0.04
N1 1.91 0.37 -1.44  0.87
H1 2.41 -0.32 -0.89  -0.02
H2 2.33 1.20 -1.85  -0.02
H3 0.78 -0.42 1.05  0.00
H4 0.10 0.99 -2.38  0.00
H5 -0.05 0.03 -1.00  0.07
H6 0.41 -0.81 -2.42  0.06
C2 -1.46 0.41 1.35  0.01
C3 -0.94 -0.93 1.73  0.00
O1 0.40 -1.16 1.53  0.00
O2 -1.58 -1.77 2.29  0.00
H7 -2.55 0.44 1.41  0.00
H8 -1.32 0.84 0.36  0.00
H9 -1.01 0.99 2.17  0.00